[1]
C10H16S | ωB97M-V/def2-TZVPD

Calculated values
ΔE to the lowest compared entry with this formula, charge and spin, kJ/mol: 32.91
DFT total energy, Ha: -788.748410
HOMO (alpha / beta), eV: 0.6 / -3.7
<S²>: 0.760
Net charge: -1
Multiplicity: 2

Cartesian coordinates (Å):
S (-1.031, 3.052, 0.711)
H (2.656, -1.611, 1.186)
H (1.325, -3.455, 0.826)
C (2.418, -1.140, 0.228)
H (0.863, 2.708, 2.977)
H (-2.209, -2.916, -1.721)
H (-0.820, 1.041, 2.204)
H (-0.424, 2.330, -1.492)
C (-1.365, 2.361, -0.921)
H (-1.430, -0.793, -2.363)
H (1.037, -0.158, -1.993)
H (-1.741, 1.337, -0.824)
C (0.696, -2.892, 0.141)
H (1.792, 2.157, 1.396)
C (1.136, -1.680, -0.370)
H (3.261, -1.311, -0.449)
C (-1.199, -2.686, -1.379)
H (2.518, -0.051, 0.459)
H (-2.108, 3.017, -1.387)
H (1.453, 1.121, 2.795)
C (-0.220, 1.581, 1.475)
C (-0.496, -3.395, -0.398)
C (1.078, 1.950, 2.204)
H (0.008, 0.903, 0.664)
C (0.519, -0.942, -1.465)
C (-0.782, -1.391, -1.738)
H (-0.914, -4.341, -0.069)

[2]
C5H26NO8 | ωB97M-V/def2-TZVPD

Calculated values
ΔE to the lowest compared entry with this formula, charge and spin, kJ/mol: 469.91
DFT total energy, Ha: -862.442889
HOMO, eV: -12.6
Net charge: +1

Cartesian coordinates (Å):
H (-1.939, -2.380, -0.819)
C (0.297, 0.742, 3.055)
H (-1.601, 1.168, 1.419)
O (-1.622, -2.573, -1.707)
H (0.454, 2.692, 0.059)
H (2.844, -2.526, -0.670)
O (0.031, -0.436, 3.717)
O (2.121, 3.021, -0.411)
C (-1.041, 1.198, -2.576)
H (-2.869, -2.094, 3.531)
H (-2.087, 1.232, -2.656)
H (-1.005, -0.001, 0.025)
H (2.838, 2.462, -0.801)
O (2.636, 0.775, -2.101)
H (0.785, 1.324, -1.805)
C (-0.448, 2.065, -0.170)
H (2.730, -0.063, -1.680)
O (2.743, -1.796, -1.279)
H (1.411, 1.154, 1.098)
H (-2.360, -0.684, 3.633)
H (2.050, -2.037, -1.863)
H (0.899, -1.988, -3.378)
C (0.545, 0.523, 1.526)
N (-0.188, 1.537, -1.549)
H (-0.272, 1.601, 3.442)
H (2.650, 3.723, 0.051)
H (-2.643, -1.530, 1.490)
H (-1.276, 2.893, -0.007)
H (-2.061, -3.463, -1.981)
O (-2.906, -1.700, 0.478)
H (-3.445, -2.396, 0.492)
H (-0.101, -1.906, -2.105)
H (0.671, -1.100, 3.539)
H (-0.577, 1.068, -3.560)
H (0.916, -0.551, 1.399)
O (-2.804, -1.274, 3.073)
O (0.637, -1.474, -2.639)
H (3.384, 0.887, -2.619)
C (-0.728, 0.797, 0.808)
H (1.330, 1.111, 3.545)

[3]
CH2FNOS | ωB97M-V/def2-TZVPD

Calculated values
ΔE to the lowest compared entry with this formula, charge and spin, kJ/mol: 737.50
DFT total energy, Ha: -667.069359
HOMO (alpha / beta), eV: -9.7 / -9.7

Cartesian coordinates (Å):
F (-0.414, -2.279, 0.289)
H (0.443, 0.666, 1.455)
N (-0.888, -1.140, -0.325)
O (3.521, -0.313, 0.064)
S (2.163, -0.735, -0.197)
C (1.197, 0.053, 0.781)
H (-0.876, -1.335, -1.361)